Record 1
Here is 2 unconnected molecules or ions with the total composition C41H41N2O at a distorted geometry from OMol25. Energies are from ωB97M-V/def2-TZVPD.

* E_LUMO: -0.200 Eh
* total energy: -48202.025 eV
* 2S+1: 1
* total charge: +1

CARTESIAN COORDINATES (ANGSTROEM)
1 C -5.79 4.06 -1.32
2 C -4.66 4.01 -0.34
3 C -4.94 3.95 1.03
4 C -3.92 3.85 1.97
5 C -4.27 3.82 3.43
6 C -2.60 3.77 1.48
7 N -1.54 3.62 2.41
8 C -0.45 2.78 2.27
9 C -0.19 1.80 1.34
10 N 0.42 3.20 3.27
11 C 1.79 2.83 3.31
12 C 2.72 3.71 2.73
13 C 2.38 5.10 2.26
14 C 4.02 3.22 2.56
15 C 4.34 1.92 2.95
16 C 5.66 1.36 2.52
17 C 3.45 1.17 3.72
18 C 2.14 1.62 3.89
19 C 1.14 0.84 4.70
20 C -0.09 4.29 3.93
21 C -1.30 4.56 3.40
22 C -2.29 4.01 0.14
23 C -0.89 4.33 -0.32
24 C -3.34 4.03 -0.78
25 H -5.40 3.96 -2.34
26 H -6.50 3.25 -1.12
27 H -6.33 5.01 -1.24
28 H -5.98 3.95 1.37
29 H -3.44 3.61 4.10
30 H -4.73 4.76 3.76
31 H -5.04 3.06 3.61
32 H 0.71 1.22 1.48
33 H -0.91 1.72 0.51
34 H 3.31 5.54 1.85
35 H 1.65 5.12 1.43
36 H 2.04 5.77 3.06
37 H 4.76 3.86 2.08
38 H 5.76 0.34 2.88
39 H 5.72 1.37 1.42
40 H 6.48 1.98 2.90
41 H 3.76 0.22 4.16
42 H 1.63 -0.05 5.12
43 H 0.77 1.41 5.57
44 H 0.27 0.49 4.14
45 H 0.47 4.78 4.71
46 H -2.01 5.35 3.61
47 H -0.91 4.48 -1.42
48 H -0.47 5.25 0.12
49 H -0.18 3.52 -0.14
50 H -3.10 4.10 -1.85
51 C -5.85 -3.01 -0.83
52 C -4.87 -3.99 -0.94
53 C -3.67 -3.87 -0.23
54 C -3.49 -2.74 0.58
55 O -2.21 -2.54 1.13
56 C -1.25 -2.13 0.22
57 C -1.30 -0.80 -0.22
58 C -0.32 -0.33 -1.06
59 C 0.73 -1.18 -1.48
60 C 1.65 -0.63 -2.39
61 C 2.27 -1.40 -3.41
62 C 3.41 -0.87 -4.07
63 C 4.03 -1.61 -5.06
64 C 3.58 -2.89 -5.40
65 C 2.48 -3.44 -4.73
66 C 1.76 -2.67 -3.82
67 C 0.75 -2.55 -1.06
68 C -0.28 -3.03 -0.28
69 C -4.49 -1.77 0.74
70 C -5.68 -1.91 0.01
71 H -6.77 -3.11 -1.40
72 H -5.00 -4.87 -1.57
73 H -2.86 -4.60 -0.29
74 H -2.09 -0.15 0.15
75 H -0.34 0.70 -1.44
76 H 1.87 0.43 -2.37
77 H 3.76 0.11 -3.75
78 H 4.86 -1.17 -5.61
79 H 4.06 -3.47 -6.18
80 H 2.14 -4.46 -4.91
81 H 0.80 -3.03 -3.41
82 H 1.54 -3.23 -1.40
83 H -0.37 -4.10 -0.04
84 H -4.32 -0.93 1.42
85 H -6.46 -1.16 0.12

=====

Record 2
Here is C5H7NO2 in the gas phase at a distorted geometry from OMol25. Energies are from ωB97M-V/def2-TZVPD.

* E_LUMO: 0.016 Eh
* total energy: -10878.965 eV
* 2S+1: 1
* total charge: 0
* structure (SMILES): CO[C@H]1C=CC=NO1

CARTESIAN COORDINATES (ANGSTROEM)
1 C -1.73 -0.28 -1.97
2 C 0.05 -0.08 -0.37
3 C 0.72 0.10 2.25
4 C 1.66 0.26 1.16
5 C 1.41 0.39 -0.12
6 H -2.41 0.44 -1.46
7 H -1.78 -0.45 -3.06
8 H -2.04 -1.27 -1.36
9 H 0.03 -1.29 -0.17
10 H 0.90 -0.06 3.29
11 H 2.58 0.26 1.68
12 H 2.24 0.78 -0.75
13 N -0.53 0.37 1.92
14 O -0.43 0.30 -1.64
15 O -0.70 0.53 0.61

=====

Record 3
Here is 2 unconnected molecules or ions with the total composition C2H3O3S at a distorted geometry from OMol25. Energies are from ωB97M-V/def2-TZVPD.

* E_LUMO (alpha / beta): 0.123 / 0.138 Eh
* total energy: -19095.270 eV
* 2S+1: 1
* total charge: -1

CARTESIAN COORDINATES (ANGSTROEM)
1 C -0.44 1.06 0.19
2 C 0.18 -0.07 -0.55
3 O 0.42 -1.04 1.84
4 O 0.22 -2.68 -0.01
5 O 0.92 0.96 -0.20
6 S 0.90 -1.53 0.52
7 H -1.03 1.79 -0.55
8 H -0.49 0.86 1.31
9 H -0.68 0.65 -2.55

=====

Please write out number 3 again, unchanged.
Here is 2 unconnected molecules or ions with the total composition C2H3O3S at a distorted geometry from OMol25. Energies are from ωB97M-V/def2-TZVPD.

* E_LUMO (alpha / beta): 0.123 / 0.138 Eh
* total energy: -19095.270 eV
* 2S+1: 1
* total charge: -1

CARTESIAN COORDINATES (ANGSTROEM)
1 C -0.44 1.06 0.19
2 C 0.18 -0.07 -0.55
3 O 0.42 -1.04 1.84
4 O 0.22 -2.68 -0.01
5 O 0.92 0.96 -0.20
6 S 0.90 -1.53 0.52
7 H -1.03 1.79 -0.55
8 H -0.49 0.86 1.31
9 H -0.68 0.65 -2.55

=====

> The highest total charge belongs to which entry?

C41H41N2O

=====

> Which formula does entry 1 have?

C41H41N2O